The following is a quantum chemistry calculation of C27H28Cl2N5O6PSZr as an isolated structure, from the Open Molecules 2025 dataset.

The value obtained for the LUMO energy is -0.535 eV. As for the total energy: -94647.8686 eV. For the HOMO-LUMO gap, the calculation gives 7.4 eV. For the HOMO energy, the calculation gives -8.0 eV.

Last column: natural (NBO) charge in e.
Atoms and positions in Å:
Zr: 0.198 0.337 -1.436  2.41
Cl: -4.058 1.560 -7.052  0.02
C: -3.604 1.441 -5.388  -0.05
C: -2.369 0.904 -5.073  -0.26
C: -1.941 0.786 -3.748  0.21
N: -0.758 0.107 -3.377  -0.81
C: 0.162 -0.244 -4.332  0.63
O: 0.285 0.193 -5.462  -0.60
C: 1.128 -1.306 -3.863  0.14
C: 2.169 -1.697 -4.681  -0.21
C: 3.003 -2.700 -4.207  -0.14
C: 2.770 -3.241 -2.945  -0.24
C: 1.730 -2.735 -2.175  0.07
N: 0.914 -1.792 -2.635  -0.48
C: -2.805 1.240 -2.731  0.08
C: -4.057 1.744 -3.068  -0.20
C: -4.460 1.866 -4.384  -0.08
Cl: -6.015 2.530 -4.738  0.02
N: -2.577 1.245 -1.331  -0.50
C: -1.645 1.980 -0.825  0.52
O: -0.531 2.280 -1.462  -0.77
C: -1.744 2.466 0.587  0.13
C: -1.011 3.590 0.957  -0.20
C: -1.141 4.060 2.252  -0.17
C: -1.971 3.379 3.128  -0.25
C: -2.645 2.261 2.661  0.04
N: -2.553 1.811 1.416  -0.40
H: -1.729 0.585 -5.876  0.27
H: 2.298 -1.215 -5.638  0.26
H: 3.834 -3.052 -4.804  0.23
H: 3.401 -4.023 -2.549  0.23
H: 1.548 -3.070 -1.164  0.22
H: -4.717 2.051 -2.270  0.24
H: -0.351 4.055 0.240  0.24
H: -0.598 4.939 2.575  0.22
H: -2.103 3.705 4.150  0.22
H: -3.301 1.703 3.323  0.19
C: -0.467 -3.085 2.417  -0.65
C: -1.266 -1.793 2.490  0.30
C: -2.353 -1.721 1.426  -0.65
C: -1.839 -1.572 3.878  -0.62
O: -0.364 -0.644 2.299  -0.85
P: 0.735 -0.435 1.205  2.63
O: 0.504 -1.281 -0.063  -1.15
O: 0.621 0.984 0.676  -1.13
O: 2.129 -0.830 1.770  -0.84
C: 2.927 -0.187 2.827  0.29
C: 2.244 -0.418 4.164  -0.64
C: 4.263 -0.906 2.750  -0.62
C: 3.083 1.292 2.512  -0.65
H: -1.121 -3.934 2.620  0.23
H: 0.334 -3.086 3.156  0.21
H: -0.042 -3.214 1.421  0.23
H: -3.123 -2.467 1.628  0.22
H: -1.935 -1.929 0.442  0.22
H: -2.808 -0.728 1.418  0.26
H: -2.554 -2.360 4.114  0.22
H: -2.350 -0.611 3.918  0.22
H: -1.046 -1.585 4.626  0.21
H: 2.107 -1.485 4.343  0.21
H: 1.276 0.081 4.200  0.22
H: 2.869 -0.016 4.962  0.22
H: 4.130 -1.973 2.928  0.22
H: 4.939 -0.508 3.507  0.22
H: 4.709 -0.760 1.767  0.23
H: 2.128 1.816 2.573  0.23
H: 3.492 1.422 1.510  0.24
H: 3.770 1.741 3.229  0.22
S: 4.806 0.791 -1.184  -0.07
C: 3.291 0.819 -1.631  0.25
N: 2.152 0.833 -1.973  -0.83

The following is a quantum chemistry calculation of C27H28F10GaO6S as an isolated structure, from the Open Molecules 2025 dataset.

The value obtained for the LUMO energy is -0.383 eV. Its net charge is -1. As for the total energy: -131116.5777 eV. For the HOMO-LUMO gap, the calculation gives 4.1 eV. For the HOMO energy, the calculation gives -4.5 eV.

Last column: Mulliken charge in e.
Atoms and positions in Å:
C: 5.570 -2.212 0.453  -1.08
C: 4.848 -0.814 0.184  -0.21
C: 4.952 0.170 1.450  -0.05
F: 4.679 -0.679 2.622  -0.40
Ga: 3.424 1.609 1.464  0.23
C: 1.653 0.492 1.553  0.04
C: 0.423 1.211 0.810  -0.84
C: -0.375 0.152 -0.132  0.44
C: -1.831 -0.210 0.366  -0.38
C: -1.978 -1.039 1.701  0.82
F: -1.116 -0.628 2.744  -0.26
F: -3.268 -0.637 2.211  -0.36
C: -2.117 -2.611 1.564  0.58
F: -2.469 -3.136 2.826  -0.27
F: -3.255 -2.848 0.753  -0.18
S: -0.706 -3.582 0.858  1.21
F: -0.493 -4.354 2.339  -0.35
F: 0.458 -2.526 1.318  -0.22
F: -0.867 -2.959 -0.660  -0.25
F: -1.795 -4.809 0.465  -0.37
F: 0.487 -4.564 0.262  -0.31
H: 5.084 -2.777 1.311  0.25
H: 5.491 -2.864 -0.488  0.33
H: 6.682 -2.123 0.672  0.29
H: 3.758 -1.040 -0.069  0.01
H: 5.327 -0.292 -0.709  0.26
H: 5.987 0.621 1.563  0.35
H: 3.534 2.419 2.840  -0.30
H: 3.486 2.535 0.159  -0.31
H: 1.404 0.244 2.638  0.28
H: 1.896 -0.466 0.969  -0.45
H: -0.307 1.539 1.629  0.13
H: 0.735 2.112 0.186  0.39
H: -0.517 0.719 -1.123  -0.23
H: 0.280 -0.740 -0.416  0.24
H: -2.393 -0.727 -0.487  -0.37
H: -2.390 0.776 0.528  0.49
C: -6.326 -2.661 -4.100  -0.38
C: -6.750 -3.924 -4.145  -0.38
C: -6.582 -4.832 -2.989  0.35
O: -6.967 -5.985 -3.031  -0.56
C: -5.928 -4.284 -1.782  -0.30
C: -5.504 -3.021 -1.737  -0.32
C: -5.672 -2.114 -2.892  0.37
O: -5.287 -0.961 -2.852  -0.55
H: -6.440 -1.983 -4.937  0.43
H: -7.232 -4.341 -5.021  0.41
H: -5.813 -4.962 -0.945  0.44
H: -5.022 -2.604 -0.861  0.49
C: -1.823 1.836 -4.675  -0.48
C: -1.907 1.316 -5.900  -0.42
C: -2.029 -0.143 -6.108  0.25
O: -2.105 -0.617 -7.226  -0.58
C: -2.056 -1.003 -4.906  -0.52
C: -1.972 -0.484 -3.681  -0.04
C: -1.850 0.975 -3.473  0.44
O: -1.775 1.449 -2.356  -0.57
H: -1.732 2.901 -4.504  0.44
H: -1.889 1.932 -6.791  0.41
H: -2.147 -2.068 -5.077  0.49
H: -1.990 -1.099 -2.790  0.52
C: 3.375 6.733 5.444  -0.34
C: 3.070 6.081 4.321  -0.40
C: 4.049 5.193 3.659  0.31
O: 3.774 4.601 2.636  -0.38
C: 5.377 5.052 4.293  -0.29
C: 5.682 5.704 5.416  -0.32
C: 4.704 6.592 6.077  0.38
O: 4.980 7.187 7.105  -0.60
H: 2.671 7.388 5.941  0.38
H: 2.102 6.172 3.845  0.42
H: 6.081 4.397 3.796  0.43
H: 6.650 5.613 5.893  0.39

The following is a quantum chemistry calculation of C27H28GaN2Si as an isolated structure, from the Open Molecules 2025 dataset.

The value obtained for the LUMO energy is -3.532 eV. Its net charge is +1. As for the total energy: -91678.1326 eV. For the HOMO-LUMO gap, the calculation gives 7.2 eV. For the HOMO energy, the calculation gives -10.8 eV. For the energy above the lowest of the compared OMol25 structures with the same formula, charge and spin, the calculation gives 281.4 kJ/mol.

Last column: natural (NBO) charge in e.
Atoms and positions in Å:
C: -2.571 -1.983 0.191  -0.54
C: -2.444 -2.017 -1.282  -0.48
C: -1.470 -3.014 -1.596  -0.24
H: -3.049 -1.393 -1.939  0.26
C: -1.036 -3.607 -0.397  -0.22
C: -1.718 -3.040 0.687  -0.22
H: -1.626 -3.425 1.693  0.23
H: -3.439 -1.623 0.733  0.28
H: -1.144 -3.226 -2.610  0.25
H: -0.295 -4.400 -0.387  0.24
Ga: -1.421 -0.414 -0.443  1.28
C: 2.457 -0.346 2.712  -0.86
H: 1.618 -1.050 2.645  0.20
H: 3.001 -0.520 3.634  0.22
H: 3.220 -0.693 1.998  0.22
Si: 0.514 -0.219 -1.619  0.80
C: 0.985 1.566 -2.163  -0.48
C: 0.224 1.619 -3.336  -0.26
H: -0.527 0.841 -3.530  0.22
C: 0.348 2.661 -4.261  -0.20
H: -0.302 2.660 -5.131  0.22
C: 1.312 3.646 -4.082  -0.18
H: 1.483 4.378 -4.869  0.23
C: 2.011 3.681 -2.878  -0.22
H: 2.701 4.499 -2.722  0.23
C: 1.823 2.696 -1.898  -0.15
H: 2.287 2.821 -0.919  0.22
C: 2.003 -1.303 -1.948  -0.40
C: 2.899 -0.911 -2.983  -0.21
H: 2.831 0.085 -3.439  0.22
C: 3.938 -1.746 -3.425  -0.21
H: 4.540 -1.469 -4.290  0.23
C: 4.226 -2.923 -2.743  -0.17
H: 5.044 -3.565 -3.067  0.23
C: 3.415 -3.285 -1.669  -0.22
H: 3.665 -4.180 -1.108  0.22
C: 2.312 -2.513 -1.292  -0.21
H: 1.703 -2.821 -0.447  0.22
H: -0.851 -0.634 -2.196  -0.21
H: 2.162 0.685 2.735  0.21
N: -1.635 1.719 0.292  -0.88
C: -1.895 2.013 1.695  0.17
C: -2.180 3.300 2.114  -0.21
C: -2.713 3.542 3.394  -0.20
C: -2.885 2.507 4.288  -0.15
C: -2.519 1.202 3.945  -0.09
C: -2.585 0.161 4.879  -0.11
C: -2.052 -1.062 4.548  -0.25
C: -1.417 -1.234 3.310  0.08
N: -1.431 -0.274 2.384  -0.44
C: -1.960 0.948 2.641  0.13
H: -2.470 1.843 -0.288  0.40
H: -0.843 2.200 -0.138  0.43
H: -2.017 4.131 1.435  0.23
H: -2.986 4.551 3.691  0.24
H: -3.250 2.674 5.295  0.23
H: -3.008 0.343 5.861  0.23
H: -2.095 -1.917 5.204  0.23
H: -0.891 -2.167 3.092  0.21